{"formula": "C17H24BF4N4O3RhS2Si", "method": "ωB97M-V/def2-TZVPD", "elements": ["Rh", "N", "C", "C", "N", "H", "H", "H", "H", "H", "H", "H", "H", "C", "Si", "C", "C", "C", "C", "C", "C", "N", "C", "S", "H", "H", "H", "H", "H", "H", "H", "H", "H", "H", "H", "H", "F", "B", "F", "F", "F", "O", "C", "N", "S", "O", "O", "C", "C", "C", "C", "C", "C", "H", "H", "H", "H"], "xyz": [[0.9939, 0.8095, 1.0978], [1.3506, 1.2857, 3.3853], [2.7634, 1.0510, 3.6814], [3.6258, 1.7360, 2.6227], [3.3754, 1.1241, 1.3181], [1.1272, 2.2779, 3.4617], [0.7555, 0.7426, 4.0054], [2.9320, -0.0291, 3.6548], [3.0305, 1.4296, 4.6770], [4.6820, 1.6635, 2.9176], [3.3491, 2.7929, 2.5654], [3.7463, 0.1733, 1.2779], [3.7792, 1.6915, 0.5793], [-4.3832, 1.0302, -0.6500], [-3.4484, 1.0325, -2.2983], [-3.8740, -0.5786, -3.2340], [-3.8964, 2.6274, -3.2496], [-1.5390, 1.0410, -2.2703], [-0.8350, 1.0305, -3.4685], [0.5497, 1.0905, -3.4926], [1.2221, 1.1479, -2.2800], [0.5745, 1.1028, -1.1307], [-0.7658, 1.0516, -1.1114], [-1.4386, 0.8959, 0.4786], [-5.4537, 1.0436, -0.8319], [-4.1410, 1.8957, -0.0444], [-4.1564, 0.1464, -0.0657], [-4.9446, -0.6919, -3.3715], [-3.5214, -1.4309, -2.6597], [-3.4095, -0.6266, -4.2139], [-4.9690, 2.7146, -3.3908], [-3.4316, 2.6753, -4.2292], [-3.5678, 3.5004, -2.6919], [-1.3833, 0.9772, -4.3954], [1.0956, 1.0996, -4.4241], [2.3001, 1.2125, -2.2297], [-0.1415, 5.0996, 0.7146], [1.0614, 4.5853, 1.0867], [1.3953, 4.8892, 2.3832], [2.0652, 4.8965, 0.2149], [0.9310, 3.1194, 1.0617], [-1.0763, -1.5809, -0.0636], [-0.1022, -2.0391, 0.5300], [0.7769, -1.3255, 1.2311], [2.0012, -2.2298, 1.8653], [1.9957, -2.1534, 3.2988], [3.2445, -1.8657, 1.2344], [1.3656, -3.7934, 1.2693], [1.7898, -5.0859, 1.4640], [1.0434, -6.1072, 0.8832], [-0.0920, -5.8206, 0.1363], [-0.5215, -4.5122, -0.0379], [0.2223, -3.4984, 0.5454], [2.6636, -5.2809, 2.0658], [1.3527, -7.1331, 1.0174], [-0.6553, -6.6315, -0.3011], [-1.4167, -4.2683, -0.5905]], "nbo_charge": [1.03, -0.77, -0.25, -0.24, -0.82, 0.42, 0.41, 0.23, 0.20, 0.20, 0.23, 0.42, 0.40, -1.11, 1.60, -1.09, -1.09, -0.49, -0.10, -0.29, 0.09, -0.47, 0.10, 0.11, 0.24, 0.25, 0.25, 0.23, 0.24, 0.23, 0.24, 0.23, 0.25, 0.21, 0.23, 0.21, -0.54, 1.35, -0.56, -0.55, -0.59, -0.61, 0.63, -0.85, 2.29, -0.94, -0.96, -0.23, -0.21, -0.19, -0.19, -0.16, -0.14, 0.23, 0.22, 0.22, 0.24], "charge": 0, "homo_energy_ev": -7.85, "homo_lumo_gap_ev": 6.24}

---

{"formula": "C4H12IN2", "method": "ωB97M-V/def2-TZVPD", "elements": ["C", "C", "C", "C", "N", "N", "I", "H", "H", "H", "H", "H", "H", "H", "H", "H", "H", "H", "H"], "xyz": [[0.5205, -0.0903, -2.3038], [0.3985, 0.4566, 2.3448], [0.9337, -0.3481, -0.8117], [-0.8420, 0.0242, 0.9544], [-1.0138, 1.1274, 0.1416], [-0.1153, -1.0271, 0.0024], [-2.5434, -1.1031, 1.7213], [0.4332, -1.0977, -2.7361], [-0.2503, 0.5585, -2.5495], [1.4410, 0.3028, -2.8514], [0.7346, -0.3980, 2.8879], [-0.2611, 0.9862, 3.0084], [0.9265, 1.2226, 1.7208], [1.2524, 0.5268, -0.4121], [1.7566, -1.0507, -1.0243], [-1.4737, 1.0170, -0.7732], [-1.2699, 2.0518, 0.6068], [0.2825, -1.6985, 0.5776], [-0.9099, -1.4605, -0.5040]], "nbo_charge": [-0.63, -0.56, -0.24, 0.18, -0.92, -0.57, 0.14, 0.22, 0.22, 0.26, 0.24, 0.23, 0.24, 0.23, 0.24, 0.40, 0.43, 0.43, 0.44], "charge": 1, "homo_energy_ev": -13.57, "homo_lumo_gap_ev": 10.09}

---

{"formula": "C25H24ClNO4SiTi", "method": "ωB97M-V/def2-TZVPD", "elements": ["Ti", "C", "C", "C", "C", "C", "H", "H", "H", "H", "H", "O", "C", "O", "C", "C", "C", "C", "C", "C", "C", "C", "C", "N", "H", "H", "H", "H", "H", "H", "C", "Si", "C", "C", "H", "H", "H", "H", "H", "H", "H", "H", "H", "Cl", "C", "C", "C", "C", "C", "C", "C", "O", "O", "H", "H", "H", "H"], "xyz": [[0.2461, -0.9268, 1.0020], [-1.4659, -2.4121, 1.7343], [-0.5568, -3.1749, 0.9741], [0.6862, -3.1670, 1.6447], [0.5233, -2.4291, 2.8478], [-0.7993, -1.9691, 2.9018], [-2.4793, -2.1727, 1.4528], [-0.7449, -3.5999, 0.0005], [1.5901, -3.6548, 1.3167], [1.3055, -2.1914, 3.5506], [-1.2075, -1.3017, 3.6452], [0.1787, 2.3542, 3.3444], [-0.1227, 1.5192, 2.5077], [0.6976, 0.5129, 2.1666], [-1.3672, 1.4851, 1.7497], [-2.3909, 2.4061, 1.9870], [-3.5647, 2.3146, 1.2963], [-3.7184, 1.2672, 0.3224], [-4.8902, 1.1183, -0.4255], [-5.0317, 0.1120, -1.3641], [-3.9784, -0.7742, -1.5672], [-2.8056, -0.6540, -0.8432], [-2.6396, 0.3616, 0.1155], [-1.4666, 0.4712, 0.8279], [-2.2066, 3.1682, 2.7325], [-4.3822, 3.0053, 1.4619], [-5.6981, 1.8219, -0.2534], [-5.9463, 0.0195, -1.9360], [-4.0640, -1.5652, -2.3023], [-1.9957, -1.3468, -1.0222], [3.4771, 0.7062, 0.3281], [2.8231, -1.0080, 0.7778], [3.7561, -1.4970, 2.3538], [3.3983, -2.1869, -0.5890], [4.5723, 0.7054, 0.3369], [3.1255, 1.4460, 1.0498], [3.1511, 1.0193, -0.6661], [4.8361, -1.4302, 2.1881], [3.5340, -2.5161, 2.6798], [3.5002, -0.8155, 3.1690], [4.4888, -2.1690, -0.6858], [2.9679, -1.9023, -1.5514], [3.0973, -3.2195, -0.3955], [1.5230, 4.9903, -3.7315], [1.1837, 3.3434, -3.2636], [1.1284, 2.3634, -4.2429], [0.8580, 1.0594, -3.8667], [0.6549, 0.7329, -2.5298], [0.7161, 1.7322, -1.5671], [0.9766, 3.0464, -1.9293], [0.3697, -0.7062, -2.1813], [0.1884, -1.5311, -3.0555], [0.3113, -0.9809, -0.9095], [1.2925, 2.6260, -5.2788], [0.7987, 0.2685, -4.6021], [0.5467, 1.5001, -0.5251], [1.0192, 3.8254, -1.1807]], "lowdin_spin": [0.03, 0.00, 0.00, 0.00, 0.00, 0.00, 0.00, 0.00, 0.00, 0.00, 0.00, 0.11, 0.06, 0.00, 0.19, 0.00, 0.17, 0.03, 0.04, 0.04, 0.04, 0.04, 0.02, 0.20, 0.00, 0.01, 0.00, 0.00, 0.00, 0.00, 0.00, 0.00, 0.00, 0.00, 0.00, 0.00, 0.00, 0.00, 0.00, 0.00, 0.00, 0.00, 0.00, 0.00, 0.00, 0.00, 0.00, 0.00, 0.00, 0.00, 0.00, 0.00, 0.00, 0.00, 0.00, 0.00, 0.00], "charge": -1, "spin_multiplicity": 2, "homo_energy_ev": [-2.62, -4.94], "s2": 0.771, "homo_lumo_gap_ev": [5.18, 7.49]}